[1]
This record from OMol25 describes one molecule with the formula C24H23F2NO2 at a distorted geometry. The level of theory is ωB97M-V with the def2-TZVPD basis set.

Each line ends with the Mulliken charge.
Element x y z (Å)
C (3.4168, -7.6980, 0.6049)  -1.162
C (3.6561, -6.2763, 1.1389)  -0.068
O (2.3192, -5.8081, 1.6541)  -0.296
C (2.4589, -4.5521, 2.1419)  -0.587
O (3.5713, -4.0161, 2.1794)  -0.619
C (1.0885, -3.9691, 2.6082)  0.865
C (1.3936, -3.6090, 4.0661)  -0.122
C (2.4774, -2.7964, 4.4592)  0.003
C (2.6022, -2.4157, 5.8350)  -0.525
N (1.7098, -2.8413, 6.7417)  -0.616
C (0.6542, -3.5912, 6.4105)  -0.383
C (0.4864, -4.0039, 5.0626)  -0.122
C (0.4936, -2.9665, 1.6846)  0.469
C (-0.9007, -2.4415, 2.2570)  0.338
C (-0.7568, -1.5633, 3.3127)  -0.685
C (-1.8347, -0.8497, 3.8230)  -0.838
C (-3.0830, -0.9120, 3.2263)  0.882
C (-4.1732, -0.0837, 3.7682)  -1.390
C (-3.2240, -1.7597, 2.1381)  0.457
F (-4.4199, -1.7288, 1.4662)  -0.360
C (-2.1931, -2.5832, 1.6909)  -1.139
C (0.4802, -3.2421, 0.1447)  -0.316
C (1.6245, -3.7241, -0.4716)  -0.653
C (1.6510, -4.0303, -1.8231)  -1.056
C (0.5772, -3.6965, -2.6456)  0.977
C (0.6261, -4.0527, -4.0790)  -1.399
C (-0.4474, -2.9696, -2.0675)  0.044
F (-1.4342, -2.4720, -2.8796)  -0.357
C (-0.5073, -2.7419, -0.7143)  -0.781
H (4.2284, -8.0077, -0.1011)  0.358
H (3.4380, -8.4781, 1.4154)  0.307
H (2.4294, -7.7320, 0.0843)  0.298
H (4.4476, -6.3164, 1.9301)  0.314
H (3.9072, -5.5178, 0.3538)  0.239
H (0.2252, -4.5619, 2.4695)  0.707
H (3.2320, -2.5248, 3.7248)  0.480
H (3.4590, -1.8133, 6.2193)  0.348
H (-0.0585, -3.9704, 7.1810)  0.343
H (-0.3099, -4.6998, 4.7988)  0.386
H (1.2756, -2.1088, 1.7011)  0.438
H (0.2841, -1.3595, 3.6335)  0.337
H (-1.6049, -0.2383, 4.7065)  0.289
H (-3.9212, 0.3193, 4.7816)  0.347
H (-4.4052, 0.8042, 3.1360)  0.277
H (-5.1359, -0.6288, 3.8616)  0.326
H (-2.4063, -3.1600, 0.7831)  0.939
H (2.5536, -3.6230, 0.1379)  0.725
H (2.5518, -4.5374, -2.2060)  0.251
H (1.5582, -4.6262, -4.2968)  0.328
H (-0.2289, -4.6838, -4.4111)  0.294
H (0.6220, -3.1789, -4.7653)  0.289
H (-1.2852, -2.0380, -0.3768)  0.817

Results
Maximum force   0.09421 hartree/bohr
E_LUMO   0.524 eV
DFT total energy   -36279.5543 eV
SMILES   CCOC(=O)[C@@H](c1ccncc1)C(c1ccc(C)c(F)c1)c1ccc(C)c(F)c1
Frontier orbital gap   9.48 eV



[2]
This record from OMol25 describes a 2-piece molecular cluster, C24H23F6OSi overall at a distorted geometry. The level of theory is ωB97M-V with the def2-TZVPD basis set.

Each line ends with the Mulliken charge.
Element x y z (Å)
F (-2.7008, -1.8988, 6.2025)  -0.238
C (-1.7019, -1.0988, 6.6252)  0.884
F (-2.1966, 0.0719, 7.0705)  -0.245
F (-0.9998, -1.7121, 7.5978)  -0.219
C (-0.7726, -0.8323, 5.4584)  0.388
C (-0.1552, 0.3965, 5.2982)  -0.884
C (0.6797, 0.6138, 4.2333)  -0.789
C (0.9411, -0.3996, 3.2880)  1.003
C (1.7782, -0.0924, 2.1893)  -0.073
C (2.1302, -0.8759, 1.0649)  1.079
C (1.5743, -2.1347, 0.7576)  -0.210
C (2.0245, -2.8646, -0.3068)  -1.224
C (2.9990, -2.3594, -1.1437)  0.387
C (3.4735, -3.1947, -2.3157)  0.891
F (3.8227, -2.3728, -3.3241)  -0.231
F (4.5319, -3.9265, -1.9171)  -0.231
F (2.4695, -4.0077, -2.7006)  -0.247
C (3.5243, -1.1012, -0.9054)  -0.872
C (3.1026, -0.3729, 0.1764)  -0.806
C (0.3593, -1.6616, 3.5285)  -0.337
C (-0.4970, -1.8572, 4.5762)  -1.154
H (-0.3418, 1.1702, 6.0247)  0.489
H (1.1510, 1.5745, 4.1152)  0.449
H (2.2237, 0.8884, 2.2170)  0.385
H (0.7321, -2.5139, 1.2970)  0.351
H (1.6202, -3.8410, -0.5176)  0.509
H (4.2630, -0.7087, -1.5845)  0.499
H (3.5197, 0.6034, 0.3548)  0.423
H (0.6368, -2.5173, 2.9501)  0.472
H (-0.9628, -2.8155, 4.7376)  0.478
C (-1.3818, 1.1417, -6.9787)  -0.824
O (-0.4270, 0.6963, -6.0453)  -0.427
C (-0.7265, 0.9765, -4.7069)  0.737
C (0.1775, 0.5328, -3.7380)  -0.558
C (-0.0373, 0.7710, -2.3982)  -0.046
C (-1.1630, 1.4593, -1.9901)  0.192
Si (-1.4666, 1.7996, -0.1875)  0.205
H (-0.3399, 1.2276, 0.5530)  -0.167
C (-1.5266, 3.6452, 0.1399)  -1.061
C (-3.0414, 0.9629, 0.3914)  -1.049
C (-2.0702, 1.9023, -2.9326)  -0.779
C (-1.8607, 1.6669, -4.2736)  -0.609
H (-1.0400, 0.8529, -7.9739)  0.235
H (-2.3462, 0.6694, -6.7832)  0.344
H (-1.4715, 2.2285, -6.9349)  0.341
H (1.0492, -0.0059, -4.0642)  0.497
H (0.6698, 0.4198, -1.6641)  0.336
H (-0.5958, 4.1167, -0.1653)  0.338
H (-2.3439, 4.0948, -0.4185)  0.351
H (-1.6879, 3.8290, 1.1989)  0.313
H (-2.9825, -0.1104, 0.2293)  0.319
H (-3.1957, 1.1552, 1.4499)  0.324
H (-3.8932, 1.3529, -0.1604)  0.356
H (-2.9474, 2.4360, -2.6064)  0.326
H (-2.5803, 2.0200, -4.9883)  0.374

Results
Maximum force   0.03693 hartree/bohr
E_LUMO   -6.410 eV
DFT total energy   -51484.6980 eV
Frontier orbital gap   4.25 eV
Charge   +1



[3]
This record from OMol25 describes a 2-piece molecular cluster, C24H23FNO2 overall at a distorted geometry. The level of theory is ωB97M-V with the def2-TZVPD basis set.

Each line ends with the Mulliken charge.
Element x y z (Å)
C (1.8451, 3.4473, 4.8060)  -0.875
O (2.3150, 2.3702, 3.9644)  -0.403
C (1.4154, 1.4809, 3.4596)  0.838
C (1.9471, 0.3679, 2.7603)  -0.803
C (1.1142, -0.4308, 2.0049)  -0.176
C (-0.2684, -0.1704, 1.9158)  0.400
C (-1.1338, -0.9132, 0.9813)  0.600
C (-0.6588, -1.6029, -0.0976)  -1.332
N (-2.5020, -0.8474, 1.2871)  -0.210
C (-3.5150, -0.9440, 0.3486)  0.591
C (-4.8852, -0.6993, 0.9361)  -1.071
O (-3.3254, -1.1759, -0.8350)  -0.557
C (-0.7871, 0.8988, 2.6668)  -0.904
C (0.0163, 1.6916, 3.4681)  -0.693
H (2.7621, 3.8859, 5.1993)  0.254
H (1.2867, 4.1846, 4.2156)  0.348
H (1.2185, 3.0666, 5.6229)  0.364
H (3.0238, 0.2038, 2.8035)  0.455
H (1.5318, -1.2878, 1.4847)  0.452
H (-1.3569, -2.2140, -0.6767)  0.498
H (0.4049, -1.8775, -0.1047)  0.503
H (-2.7929, -0.5707, 2.2149)  0.334
H (-4.8757, -0.6625, 2.0290)  0.290
H (-5.2622, 0.2545, 0.5494)  0.285
H (-5.5482, -1.5056, 0.6125)  0.344
H (-1.8493, 1.1411, 2.6307)  0.327
H (-0.4119, 2.5002, 4.0689)  0.400
F (3.1822, 3.3067, 0.5282)  -0.364
C (2.4367, 2.4814, -0.2704)  0.493
C (1.1731, 2.9077, -0.6888)  -0.695
C (0.3905, 2.0000, -1.3822)  -0.550
C (0.8375, 0.6703, -1.6595)  1.027
C (-0.1196, -0.2567, -2.2057)  -0.904
C (0.0957, -1.3597, -3.1073)  1.282
C (-0.9785, -1.6952, -3.9940)  -0.501
C (-0.9491, -2.8630, -4.7430)  -0.681
C (0.1540, -3.7322, -4.6518)  -0.343
C (1.2595, -3.3707, -3.8656)  -0.962
C (1.2538, -2.1823, -3.1351)  0.081
C (2.1748, 0.3575, -1.3272)  0.154
C (2.9810, 1.2497, -0.6292)  -0.991
H (0.8212, 3.9104, -0.4315)  0.445
H (-0.6129, 2.2930, -1.6938)  0.414
H (-1.1509, 0.1341, -2.2188)  0.202
H (-1.8542, -1.0418, -4.0266)  0.367
H (-1.7965, -3.1258, -5.3853)  0.377
H (0.1821, -4.6551, -5.2373)  0.397
H (2.1318, -4.0282, -3.7991)  0.403
H (2.1174, -1.9375, -2.5243)  0.312
H (2.5747, -0.6207, -1.5544)  0.312
H (3.9877, 0.9665, -0.3136)  0.469

Results
Maximum force   0.03060 hartree/bohr
E_LUMO   -5.249 eV
DFT total energy   -33556.1458 eV
Frontier orbital gap   5.69 eV
Charge   +1



[4]
This record from OMol25 describes C24H23FeN7O2S2 as an isolated structure at a distorted geometry. The level of theory is ωB97M-V with the def2-TZVPD basis set.

Each line ends with the Mulliken charge.
Element x y z (Å)
Fe (1.4725, -0.4878, 0.7253)  -1.372
O (1.4549, -0.0128, -3.4313)  -0.809
C (1.5116, 0.0611, -2.1949)  0.489
N (1.1468, -0.8861, -1.2843)  0.472
C (0.3969, -1.9755, -1.6597)  0.566
C (0.2484, -2.5350, -2.9593)  -0.767
C (-0.6596, -3.5852, -3.1638)  -0.524
C (-1.4575, -4.0386, -2.0866)  -0.556
C (-1.3972, -3.4364, -0.8410)  -0.892
C (-0.3613, -2.5130, -0.5796)  0.016
N (-0.1274, -1.9567, 0.6611)  0.336
C (-1.0874, -1.8521, 1.6303)  0.168
O (-2.2304, -2.3391, 1.7090)  -0.796
C (-0.6913, -0.8020, 2.5964)  0.432
C (-1.4349, -0.5531, 3.7581)  -0.523
C (-0.9553, 0.3432, 4.7011)  -0.354
C (0.1514, 1.0836, 4.3786)  -1.040
C (0.6477, 1.0439, 3.0678)  -0.019
N (0.3934, 0.0027, 2.2650)  0.740
C (1.9365, 1.2699, -1.5195)  0.041
C (2.2734, 2.4421, -2.1838)  -0.391
C (2.7765, 3.5266, -1.4825)  -0.475
C (2.9158, 3.4004, -0.1112)  -1.030
C (2.6101, 2.2330, 0.5115)  -0.311
N (2.1088, 1.1747, -0.1458)  0.923
H (0.8474, -2.0756, -3.7070)  0.548
H (-0.8377, -4.0578, -4.1534)  0.316
H (-2.2267, -4.7669, -2.2699)  0.374
H (-2.0912, -3.6350, -0.0287)  0.420
H (-2.4072, -1.0429, 3.8799)  0.433
H (-1.3873, 0.4118, 5.6744)  0.462
H (0.5082, 1.8682, 5.0024)  0.404
H (1.3304, 1.7913, 2.6791)  0.302
H (1.9494, 2.4934, -3.2395)  0.420
H (2.9979, 4.4399, -2.0166)  0.428
H (3.2115, 4.2534, 0.4524)  0.491
H (2.7975, 2.0695, 1.5678)  0.590
S (4.5517, -3.5329, 1.9854)  -0.076
C (5.3660, -2.1138, 1.4103)  -0.435
C (4.4751, -1.0903, 1.1656)  -0.507
N (3.1089, -1.4909, 1.2983)  0.436
C (3.0645, -2.8033, 1.6490)  -0.074
H (6.4368, -2.0096, 1.6051)  0.392
H (4.6687, -0.0527, 0.9064)  0.381
H (2.1580, -3.4003, 1.7881)  0.337
C (-4.4429, 0.6015, -0.2324)  -0.854
N (-3.8550, 1.9492, -0.1871)  -0.297
C (-2.6638, 2.2812, -0.7840)  0.168
S (-1.2045, 2.4725, 0.0812)  -0.279
N (-2.6308, 2.3636, -2.1235)  -0.073
C (-3.7950, 2.4505, -2.9424)  -1.031
H (-4.1967, 0.0784, 0.7176)  0.252
H (-4.0717, 0.0002, -1.0345)  0.356
H (-5.5086, 0.7342, -0.2703)  0.291
H (-3.8383, 2.2581, 0.7871)  0.315
H (-1.6734, 2.5197, -2.4366)  0.165
H (-4.0693, 1.5051, -3.3973)  0.308
H (-3.5592, 3.1183, -3.7707)  0.360
H (-4.6552, 2.8044, -2.4171)  0.353

Results
ΔE to the lowest compared entry with this formula, charge and spin   0.0 kcal/mol
2S+1   5
Maximum force   0.07356 hartree/bohr
E_LUMO (alpha / beta)   -0.094 / -0.252 eV
DFT total energy   -95845.1385 eV
Frontier orbital gap (alpha / beta)   6.13 / 6.05 eV



[5]
This record from OMol25 describes C24H23HfN8O5S3 as an isolated structure. The level of theory is ωB97M-V with the def2-TZVPD basis set.

Each line ends with the Mulliken charge.
Element x y z (Å)
Hf (-0.6087, -0.1954, -0.2262)  0.388
O (2.4087, -3.0896, 0.2969)  -0.654
C (1.5804, -2.3110, -0.1199)  0.220
N (1.0692, -1.2232, 0.5214)  0.104
C (1.3315, -1.1484, 1.9484)  -1.217
C (0.0148, -1.0767, 2.6767)  0.924
C (-0.0446, -1.1539, 4.0589)  -1.022
C (-1.2741, -1.0949, 4.6863)  -0.200
C (-2.4215, -0.9525, 3.9150)  -0.829
C (-2.2881, -0.8430, 2.5510)  -0.160
N (-1.0913, -0.8987, 1.9291)  -0.054
C (0.9236, -2.5811, -1.4566)  0.840
C (1.5522, -3.3693, -2.4020)  -0.803
C (0.8615, -3.6642, -3.5656)  -0.286
C (-0.4263, -3.1649, -3.7391)  -0.863
C (-0.9640, -2.3534, -2.7611)  -0.100
N (-0.2949, -2.0569, -1.6367)  -0.291
H (1.9249, -0.2633, 2.1974)  0.327
H (1.8930, -2.0247, 2.2773)  0.633
H (0.8699, -1.2657, 4.6246)  0.473
H (-1.3412, -1.1593, 5.7639)  0.445
H (-3.4036, -0.9044, 4.3613)  0.430
H (-3.1469, -0.6784, 1.9159)  0.533
H (2.5414, -3.7498, -2.1923)  0.506
H (1.3131, -4.2833, -4.3291)  0.472
H (-1.0023, -3.3974, -4.6229)  0.444
H (-1.9539, -1.9266, -2.8687)  0.558
S (0.2408, 1.9304, 0.6964)  -0.438
C (-1.4893, 2.2034, 0.9031)  0.998
S (-2.6756, 1.2461, -0.0154)  -0.513
C (-1.9369, 3.1161, 1.8069)  0.772
C (-3.3337, 3.2968, 2.0381)  -0.173
N (-4.4642, 3.4081, 2.2120)  -0.421
C (-1.0198, 3.9001, 2.5712)  -0.198
N (-0.2824, 4.5205, 3.1971)  -0.404
C (-2.2496, 5.9007, -8.5766)  -1.304
C (-1.3236, 5.3202, -7.5175)  -0.378
S (-2.2539, 4.8828, -6.0683)  1.249
O (-2.7292, 6.0784, -5.4365)  -0.666
O (-3.1684, 3.8178, -6.4026)  -0.666
C (-1.0539, 4.1588, -4.9478)  -0.600
C (-0.7354, 2.7199, -5.3154)  -1.430
N (-0.1852, 1.9864, -4.1673)  0.312
C (-0.9244, 1.2391, -3.3265)  0.775
N (-0.1643, 0.7394, -2.3500)  0.597
C (1.1198, 1.1636, -2.5849)  -0.683
C (1.1097, 1.9356, -3.6963)  -0.152
N (2.2336, 2.6163, -4.2844)  1.078
O (2.0127, 3.3677, -5.2145)  -0.616
O (3.3121, 2.3737, -3.7988)  -0.599
C (-2.3780, 1.0012, -3.5223)  -1.700
H (-1.6630, 6.1613, -9.4557)  0.385
H (-2.7402, 6.8004, -8.2100)  0.361
H (-3.0089, 5.1775, -8.8683)  0.352
H (-0.5680, 6.0390, -7.1990)  0.406
H (-0.8259, 4.4147, -7.8702)  0.318
H (-1.5537, 4.2179, -3.9781)  0.339
H (-0.1657, 4.7882, -4.9075)  0.553
H (-0.0213, 2.6526, -6.1308)  0.387
H (-1.6480, 2.2069, -5.6101)  0.578
H (1.9588, 0.9285, -1.9514)  0.667
H (-2.5629, 0.5226, -4.4855)  0.464
H (-2.9422, 1.9341, -3.4920)  0.346
H (-2.7632, 0.3630, -2.7332)  0.188

Results
ΔE to the lowest compared entry with this formula, charge and spin   11.0 kcal/mol
Maximum force   0.01266 hartree/bohr
E_LUMO   -4.075 eV
DFT total energy   -81226.8918 eV
Frontier orbital gap   7.31 eV
Charge   +1



[6]
This record from OMol25 describes C24H23N5O2 as an isolated structure at a distorted geometry. The level of theory is ωB97M-V with the def2-TZVPD basis set.

Each line ends with the Mulliken charge.
Element x y z (Å)
C (-7.6185, -1.7575, -0.0160)  -0.950
H (-7.5424, -2.1952, -1.1141)  0.274
O (-6.2015, -1.3254, 0.2459)  -0.284
C (-5.4292, -2.5549, 0.2636)  -0.721
C (-4.0722, -2.2200, 0.5448)  -0.475
H (-3.4851, -2.9872, 0.8392)  0.653
H (-4.2571, -1.6688, 1.8313)  0.177
C (-3.5590, -1.0465, -0.4626)  -1.421
N (-2.3162, -0.5002, -0.0101)  0.417
C (-2.1762, 0.5632, 0.7895)  -0.646
N (-1.2072, 1.3905, 1.2588)  -0.457
C (-0.1030, 0.6595, 0.8173)  0.714
C (0.1102, -0.8339, 0.1205)  -0.184
C (1.5039, -0.8575, 0.1601)  0.542
N (2.1351, -1.9503, -0.5478)  -0.563
C (3.4190, -1.8784, -0.2180)  0.461
C (4.3036, -3.0414, -0.8548)  -0.748
C (5.5944, -2.8761, -0.7719)  -0.176
C (6.3843, -1.6303, -0.3018)  -1.146
C (5.5297, -0.6707, 0.4358)  -0.302
C (4.1053, -0.7490, 0.1919)  0.163
N (3.3425, 0.3737, 0.9978)  -0.415
C (2.1581, 0.2752, 0.8166)  0.102
N (1.1726, 1.0866, 1.4258)  0.216
C (1.4995, 2.5375, 1.4894)  -0.516
H (2.4872, 2.3582, 2.3359)  0.382
H (0.6509, 2.4898, 2.3253)  0.461
C (1.7347, 3.4925, 0.5128)  -2.233
C (0.4303, 3.1998, -0.2584)  0.794
C (-0.6118, 3.9204, -0.0362)  0.011
C (-1.7677, 3.8902, -0.9297)  -0.584
C (-1.8050, 2.8396, -2.0456)  -0.982
C (-0.5915, 2.1893, -2.1781)  -0.598
C (0.4905, 2.2105, -1.4524)  -0.663
H (1.3754, 1.7073, -1.6482)  0.640
H (-0.5670, 1.6380, -2.9719)  0.621
H (-2.6358, 2.7195, -2.6853)  0.533
H (-2.6739, 4.3662, -0.3970)  0.290
H (-0.6777, 4.7056, 0.7300)  0.369
H (2.4939, 3.1789, 0.1095)  0.790
H (1.8920, 4.2662, 1.0937)  0.572
H (5.8985, 0.1961, 1.0350)  0.363
H (7.2617, -1.7586, -0.1779)  0.624
H (6.1764, -3.7558, -1.2578)  0.246
H (3.6410, -3.6385, -1.4454)  0.415
C (-0.9435, -1.3573, -0.2533)  0.587
O (-1.1405, -2.4373, -0.8113)  -0.743
H (-3.0303, 0.9374, 1.0575)  0.812
H (-4.2178, -0.1592, -0.5984)  0.373
H (-3.4978, -1.5303, -1.2313)  0.589
H (-5.4214, -2.9409, -0.7542)  0.390
H (-5.8221, -3.2331, 0.9550)  0.454
H (-7.9193, -2.4203, 0.4987)  0.480
H (-8.1832, -0.9213, 0.0180)  0.294

Results
ΔE to the lowest compared entry with this formula, charge and spin   444.1 kcal/mol
Maximum force   0.31603 hartree/bohr
E_LUMO   -0.634 eV
DFT total energy   -36789.4638 eV
Frontier orbital gap   6.93 eV



Which value of maximum force does entry 2 give?
0.03693 hartree/bohr